1.
73
Properties=species:S:1:pos:R:3:forces:R:3:mulliken_charge:R:1 method="wB97M-V/def2-TZVPD" total_energy_ha=-4908.2049 multiplicity=1 total_charge=-1 orbital_gap_ev=4.5
W 0.33101 -0.19499 0.75278 -0.28 2.85 1.83 2.106
C -0.60548 0.92072 -3.39860 0.00 0.09 -0.08 -1.993
C -0.01491 0.85399 -2.03269 0.01 0.17 -0.33 1.504
N -0.09222 -0.19592 -1.26324 -0.12 -0.67 0.39 2.533
N -0.61943 -1.35489 -1.76148 -0.24 0.21 -0.44 -1.841
C -0.35084 -2.31082 -0.93666 0.05 -0.25 -0.15 0.406
O 0.39920 -2.09574 0.10240 -0.05 -0.45 -0.21 -0.992
C -0.90561 -3.66229 -1.15068 0.22 -0.06 0.09 0.413
C -1.86676 -3.89989 -2.13025 -0.01 0.00 -0.02 -0.426
C -2.39246 -5.17369 -2.28193 0.00 0.01 0.02 -0.712
C -1.96985 -6.21025 -1.45359 -0.01 0.08 -0.05 -0.326
C -1.01983 -5.96937 -0.47141 0.02 0.00 0.01 -0.935
C -0.48977 -4.69512 -0.31854 0.01 -0.12 0.09 -0.142
C 0.72414 1.91168 -1.43984 -0.19 0.27 -0.34 0.197
C 0.89590 3.17339 -2.02650 0.00 0.18 -0.20 -1.037
C 1.63275 4.12859 -1.37437 -0.09 0.07 -0.18 -0.620
C 2.22517 3.81483 -0.14968 0.08 0.06 0.06 -1.060
C 2.01598 2.56404 0.36433 0.24 0.01 0.10 -0.368
N 1.27022 1.63368 -0.24536 -0.02 -0.67 0.62 0.249
H -1.01977 -0.04662 -3.66269 -0.01 0.00 -0.01 0.426
H 0.14750 1.20524 -4.14113 -0.06 -0.02 0.05 0.405
H -1.41298 1.65994 -3.42680 0.04 -0.03 0.01 0.336
H -2.20476 -3.07206 -2.74161 0.02 -0.07 0.01 0.428
H -3.14834 -5.35666 -3.03836 0.05 0.01 0.06 0.387
H -2.39539 -7.20041 -1.56569 0.02 0.03 0.00 0.391
H -0.69842 -6.77082 0.18507 -0.03 0.07 -0.04 0.412
H 0.23629 -4.48571 0.45886 -0.03 -0.02 -0.05 0.459
H 0.42004 3.37594 -2.97850 0.03 0.02 0.09 0.506
H 1.74512 5.11912 -1.79816 0.00 -0.04 -0.01 0.433
H 2.80710 4.53541 0.40881 -0.04 -0.05 0.00 0.470
H 2.45335 2.28325 1.30928 0.01 0.01 0.06 0.441
O -2.28265 -4.56802 4.38383 -0.15 -0.31 0.12 -0.589
C -1.74093 -3.79856 3.64416 0.18 0.26 -0.14 0.463
C -0.24744 -3.45926 3.61990 -0.04 0.09 -0.15 -0.087
O 0.64481 -4.07335 4.16297 0.07 -0.02 0.16 -0.696
C -0.16983 -2.27998 2.76757 -0.02 -0.30 0.32 0.724
C -1.38187 -1.97714 2.19253 -0.03 0.04 0.04 0.622
O -1.43040 -0.95493 1.40272 -0.91 -0.38 -0.47 -0.567
C -2.41771 -2.93803 2.56660 0.19 -0.03 0.14 -0.253
O -3.53298 -3.08860 2.13750 -0.30 0.05 -0.04 -0.663
O 0.85638 -1.55164 2.46373 0.12 0.21 -0.65 -0.510
N 0.56038 0.97973 2.53932 0.15 -0.07 -0.35 -0.439
C 0.90907 1.84945 3.23350 0.41 1.02 0.42 0.732
N 1.26396 2.72877 4.07675 -0.16 -0.22 0.38 -0.926
C 1.89424 3.87515 3.93598 0.10 0.07 -0.43 0.564
N 2.45932 4.89113 3.88932 -0.24 -0.49 0.03 -0.645
O -0.99769 3.98705 1.43853 0.25 -0.68 0.08 -0.717
C -2.06015 4.11562 0.63121 -0.35 -0.01 -0.24 0.429
C -2.59502 5.40057 0.50584 -0.04 0.01 -0.05 -0.820
C -3.69796 5.62359 -0.29485 -0.02 0.02 -0.02 -0.271
C -4.29636 4.57280 -0.98768 0.01 0.03 0.01 -0.730
C -3.76709 3.30139 -0.86425 -0.02 0.04 -0.01 -0.631
C -2.65089 3.04311 -0.06917 0.10 0.11 0.19 0.362
C -2.14390 1.61690 -0.06626 0.60 0.69 0.32 0.753
O -2.69855 0.78168 -0.72980 -0.04 -0.59 -0.09 -0.720
O -1.02969 1.46038 0.65612 -0.55 -0.52 -0.51 -0.557
H -0.78071 3.02324 1.43227 0.06 0.25 0.01 0.409
H -2.12353 6.20493 1.05947 -0.02 -0.06 -0.03 0.422
H -4.10096 6.62798 -0.37692 0.02 -0.06 0.00 0.372
H -5.16487 4.74923 -1.61133 0.04 -0.02 0.03 0.397
H -4.20119 2.45644 -1.38592 0.01 0.05 0.03 0.454
Se 3.29632 -0.37846 2.56271 -0.27 0.30 0.54 0.487
N 4.73177 -1.08110 1.88399 0.04 0.02 0.15 -0.857
C 4.51659 -1.28773 0.59377 -0.05 0.08 -0.26 0.652
C 5.42466 -1.93408 -0.29120 0.14 0.10 0.53 -0.580
C 5.02592 -2.09827 -1.56260 -0.14 -0.10 -0.66 -0.676
C 3.74705 -1.59766 -1.97716 0.33 -0.26 -0.42 -0.344
N 2.89915 -0.98947 -1.21888 -0.48 0.36 0.44 -0.054
C 3.25362 -0.84064 0.08135 0.31 0.07 0.27 0.496
N 2.44824 -0.27822 1.00343 1.14 -1.43 -1.09 -0.378
H 6.38827 -2.27851 0.06483 -0.09 0.03 0.07 0.477
H 5.66579 -2.60036 -2.27760 -0.11 0.05 -0.05 0.381
H 3.42989 -1.71972 -3.01003 0.15 -0.06 -0.01 0.468

2.
132
Properties=species:S:1:pos:R:3:forces:R:3:mulliken_charge:R:1 method="wB97M-V/def2-TZVPD" total_energy_ha=-2939.9345 multiplicity=1 total_charge=-2 orbital_gap_ev=3.7
Zr 2.30755 -0.24514 1.79546 -0.23 4.06 4.32 0.273
C 0.79059 0.81770 0.08213 7.21 -3.68 8.25 -0.211
O 2.05971 0.98354 -0.03501 5.57 6.24 -6.53 -0.991
O 0.58138 1.08506 1.31610 -5.86 6.74 3.86 0.252
O 0.77322 -0.42812 0.15613 -5.96 -10.59 -5.92 1.172
C 4.35305 1.75965 2.47802 -3.58 -5.14 9.17 0.638
O 4.28910 0.68193 1.78178 6.03 -4.11 -7.11 -0.635
O 4.97179 1.93886 3.59257 4.83 2.40 -3.34 -0.725
O 3.12941 1.70495 2.85086 -8.64 4.24 -0.34 -0.759
C 2.20232 -0.86992 4.46700 5.38 10.08 -1.16 0.568
O 1.33252 -0.20858 3.79331 -6.89 -0.04 -2.05 -0.509
O 2.84294 -0.03279 5.23199 -1.44 -3.63 3.93 -0.649
O 2.97448 -1.33874 3.57051 3.79 -6.11 -3.24 -0.633
C -2.70395 2.51903 1.38075 -1.84 -0.81 -0.38 -1.299
C -2.34094 1.87009 2.69341 0.70 -0.03 0.44 0.607
C -2.48752 0.33668 2.62853 0.74 0.22 0.37 0.086
O -2.30432 -0.19712 3.93162 -0.46 -0.58 1.04 -0.305
C -3.12026 -1.33174 4.21961 0.19 1.24 -1.03 -0.866
N -1.02677 2.27183 3.15254 -0.57 -0.33 0.48 -0.285
H -3.76279 2.24004 1.27520 -0.30 0.44 -0.44 0.657
H -2.25885 2.07317 0.48995 0.64 0.31 0.15 -0.250
H -2.64192 3.60449 1.43624 0.31 -0.04 -0.18 0.258
H -3.13070 2.16603 3.39418 0.17 0.21 0.35 0.424
H -1.69203 -0.10627 2.02252 -0.12 0.18 -0.48 -0.756
H -3.48326 0.08754 2.24400 -0.10 -0.10 -0.11 0.530
H -2.88313 -1.78494 5.17975 0.37 0.21 -0.02 0.229
H -3.00414 -2.05376 3.40612 -0.13 -0.37 0.11 0.308
H -4.15702 -0.97957 4.24294 -0.31 -0.32 0.02 0.354
H -0.40983 2.12201 2.35786 0.48 -0.32 0.43 -0.543
H -0.95623 3.26602 3.36376 -0.65 -0.68 -0.37 0.761
C 1.57909 -6.38336 -1.22363 0.50 0.52 -0.99 -0.939
O 1.07863 -5.07579 -1.44230 -0.19 -0.80 1.54 -0.203
C 1.40645 -4.36714 -2.59244 -1.01 -0.68 -0.67 -1.264
C 0.77210 -2.96970 -2.46785 1.46 0.64 0.10 -0.151
N 1.78940 -1.94886 -2.10981 -0.44 0.38 -1.93 0.732
C 2.36286 -1.33747 -3.33494 0.34 -0.54 0.31 -0.947
C 2.64894 0.13199 -3.11218 -0.12 0.03 -0.45 0.242
O 3.04337 0.67470 -4.36810 -0.27 0.47 -0.02 -0.495
C 3.17363 2.08853 -4.34164 1.04 -0.34 -0.71 -0.726
H 1.19296 -7.06417 -1.98762 -0.16 -0.21 0.06 0.345
H 1.34063 -6.74179 -0.22488 -0.40 0.30 -0.02 0.243
H 2.67084 -6.41218 -1.30064 0.16 0.14 -0.06 0.337
H 0.96925 -4.84334 -3.48491 -0.53 -0.27 0.07 0.489
H 2.46142 -4.46849 -2.87406 0.40 0.90 0.68 0.368
H -0.00533 -2.79312 -1.72362 -0.02 -1.16 0.29 0.322
H 0.26394 -2.82378 -3.42676 0.22 0.66 -0.19 0.465
H 1.31240 -1.16343 -1.66658 -0.16 -0.29 0.85 -1.126
H 1.68955 -1.46816 -4.18737 -0.16 0.26 -0.06 0.237
H 3.28630 -1.85130 -3.61913 0.14 0.00 0.01 0.198
H 3.41927 0.27433 -2.35070 -0.02 0.14 0.09 0.145
H 1.74150 0.64301 -2.77900 -0.02 0.01 0.22 0.066
H 2.26519 2.67703 -4.20082 -0.25 -0.38 0.50 0.276
H 3.54916 2.37639 -5.32614 -0.04 -0.11 -0.12 0.324
H 3.97196 2.36791 -3.65046 -0.30 0.22 0.39 0.298
C 6.65497 -4.53670 -1.13324 0.88 1.42 -0.53 -0.888
O 5.96428 -3.67283 -0.27569 -1.70 -0.48 0.70 -0.278
C 5.43372 -2.49848 -0.88323 0.11 0.55 0.15 -0.518
C 4.83057 -1.51121 0.12975 1.49 -0.81 0.60 -1.162
N 3.42130 -1.80822 0.47089 0.71 -0.91 -0.72 2.134
C 3.15824 -3.21716 0.89481 -0.31 -0.34 0.19 -0.775
C 1.68016 -3.45914 1.16575 -0.16 1.70 0.73 -0.748
O 1.17215 -2.38944 2.01633 -0.04 -1.41 -1.27 0.394
C -0.15879 -2.63339 2.37226 -1.06 1.25 1.28 -0.949
H 7.63898 -4.05134 -1.13339 0.53 -0.80 -0.63 0.347
H 6.27377 -4.53214 -2.15958 -0.20 0.04 -0.03 0.306
H 6.72515 -5.57683 -0.81818 -0.23 0.20 0.56 0.239
H 4.63785 -2.68426 -1.61420 0.07 -0.62 -0.23 0.094
H 6.25265 -2.00561 -1.41773 0.07 0.16 -0.06 0.623
H 4.98936 -0.49793 -0.23915 -0.86 0.06 -0.20 0.466
H 5.47147 -1.45193 1.01115 -0.30 -0.36 0.29 0.585
H 3.01291 -1.77998 -0.46432 -0.88 0.26 0.12 -1.054
H 3.71185 -3.52655 1.77990 0.29 0.61 0.01 0.524
H 3.38625 -3.94034 0.10533 0.37 0.14 -0.18 0.414
H 1.54549 -4.37633 1.74277 0.04 -0.29 -0.31 0.650
H 1.11193 -3.46159 0.23776 -0.11 -0.16 0.09 0.103
H -0.94012 -2.43335 1.63088 0.48 -0.48 -0.83 0.000
H -0.43779 -1.88247 3.11787 0.51 0.09 0.23 0.279
H -0.30576 -3.59739 2.86659 0.21 -0.29 -0.32 0.394
C -1.09670 5.39480 7.62448 -1.44 -0.14 -0.92 -0.735
O -0.69007 5.58004 6.29082 2.39 0.78 0.83 -0.340
C -1.58354 5.32165 5.25316 -0.65 0.13 0.24 -0.515
C -0.99034 5.93133 3.95783 0.51 -1.28 0.39 -0.972
N -0.29517 4.94413 3.12859 0.85 0.97 -0.01 0.127
C 0.41828 5.56627 2.00899 0.17 -0.69 -0.65 -1.363
C 1.07559 4.46682 1.13806 -0.86 0.42 0.23 0.696
O 1.65867 5.09791 0.00158 0.36 -0.78 -0.44 -0.537
C 2.41216 4.12427 -0.75126 0.23 0.25 0.89 -0.237
H -0.31838 5.39722 8.38440 0.58 -0.17 -0.65 0.256
H -1.64982 4.45160 7.64374 -0.07 -0.07 0.59 0.286
H -1.76090 6.22401 7.89593 -0.35 -0.06 0.13 0.265
H -2.53271 5.81127 5.51128 -0.21 0.12 -0.26 0.424
H -1.77789 4.24382 5.25055 0.02 -0.08 -0.63 0.337
H -0.23553 6.64193 4.30791 -0.49 0.73 -0.04 0.401
H -1.77615 6.34491 3.32563 0.04 0.40 0.20 0.449
H 0.45484 4.52537 3.67439 -0.19 -0.29 0.32 0.227
H 1.24645 6.22370 2.29864 -0.05 0.22 0.36 0.312
H -0.27810 6.18702 1.44026 -0.09 -0.16 -0.21 0.382
H 0.35485 3.71353 0.80935 -0.27 0.10 0.01 -0.258
H 1.77884 3.89767 1.75564 0.41 0.06 -0.13 0.040
H 1.84310 3.29925 -1.18644 -0.53 0.26 0.00 -0.039
H 3.08455 3.61477 -0.05736 0.26 0.00 -0.12 0.226
H 2.97538 4.63718 -1.53008 -0.06 0.17 0.04 0.329
C -5.90865 0.80577 -4.72195 -0.42 1.13 1.18 -2.033
C -5.28914 -0.30504 -3.89145 2.21 -0.40 -0.66 1.879
C -4.65478 -1.23767 -4.95282 0.32 -0.60 -0.01 -1.454
C -3.76739 -2.30917 -4.34853 -0.64 -0.40 0.33 -1.032
C -2.58389 -1.71348 -3.57513 -2.57 0.00 -1.08 -0.573
C -3.11025 -0.71570 -2.47960 1.01 -1.12 0.02 1.507
N -4.10667 0.19828 -3.03480 -1.02 0.21 -2.33 0.367
O -4.56856 1.11180 -2.06925 -0.38 -0.29 0.55 -0.478
C -3.61002 -1.54590 -1.27645 -0.42 0.93 -0.24 -1.502
C -1.82588 0.02959 -2.13164 -0.35 1.60 0.88 -0.593
C -6.37357 -1.03345 -3.14562 -0.63 -0.64 0.34 -1.723
H -6.51428 1.46354 -4.09009 0.02 0.05 0.15 0.405
H -6.62925 0.39925 -5.43114 0.34 -0.11 -0.28 0.396
H -5.16008 1.45716 -5.17226 0.06 -0.31 -0.32 0.436
H -5.45014 -1.68336 -5.55672 -0.24 -0.13 0.25 0.532
H -4.04334 -0.74545 -5.71452 -0.02 0.74 0.32 0.345
H -3.44392 -2.99820 -5.13230 0.21 0.03 -0.02 0.483
H -4.36147 -2.91586 -3.65884 -0.03 -0.13 0.00 0.333
H -2.04389 -1.18047 -4.35897 0.71 0.06 0.48 0.400
H -2.09532 -2.60150 -3.18077 0.68 0.60 0.42 0.117
H -4.08055 -0.95931 -0.48428 0.68 0.55 0.08 0.344
H -4.48903 -2.11895 -1.57004 0.66 -0.91 -0.14 0.248
H -2.72292 -2.05334 -0.90111 -0.49 -0.57 0.27 0.272
H -1.46410 0.64523 -2.95778 0.07 -0.48 -0.39 0.545
H -1.99691 0.79482 -1.36857 -0.16 -0.24 0.33 -0.373
H -1.03958 -0.60852 -1.72962 -0.06 -0.16 -0.16 -0.162
H -7.14551 -1.40849 -3.82368 -0.12 0.49 -0.27 0.429
H -6.84385 -0.37784 -2.41249 0.05 -0.12 0.12 0.330
H -6.06101 -1.96930 -2.68387 0.31 0.30 0.32 0.355
H -4.39193 1.98591 -2.42937 0.25 -0.05 -0.06 0.321

3.
16
Properties=species:S:1:pos:R:3:forces:R:3:nbo_charge:R:1 method="wB97M-V/def2-TZVPD" total_energy_ha=-856.9305 multiplicity=1 orbital_gap_ev=10.0
C -0.20508 1.88704 -1.30362 -1.35 -1.41 2.74 0.843
C -1.35593 1.28912 -0.20099 1.73 -1.53 -1.70 0.084
N 0.06654 0.88721 -0.54848 -3.44 -0.42 0.41 -0.201
N -3.29534 0.11387 0.25803 0.90 0.92 3.24 -0.131
N -2.44710 0.38801 -0.60025 -0.46 -1.33 -2.26 0.334
N 0.79189 0.05144 0.20256 1.47 -2.90 -1.78 -0.630
N -1.36216 1.85299 1.10286 1.59 1.37 0.29 0.506
N -4.41045 -0.65808 -0.01112 0.14 -0.79 -1.40 0.625
O -2.47034 -0.05087 -1.77144 0.84 0.65 0.67 -0.425
O -0.27290 2.38174 1.36134 -0.33 -0.02 0.67 -0.442
O -5.22681 -0.16116 -0.71164 -1.20 0.92 -0.91 -0.326
O -0.25440 2.73248 -2.05571 1.04 2.44 -2.84 -0.417
O -2.31872 1.87239 1.80100 -0.92 0.14 0.71 -0.286
O -4.47739 -1.71664 0.53812 0.44 -0.53 0.64 -0.332
H 1.37122 -0.65544 -0.29972 -1.02 1.07 0.33 0.399
H 1.20498 0.36522 1.02865 0.58 1.42 1.21 0.397